(1)
The following is a DFT calculation (wB97M-V/def2-TZVPD) of a 2-piece molecular cluster, C9H13N3 overall in a non-equilibrium geometry.

Relative energy (zero: lowest compared OMol25 entry of this formula, charge and spin) in eV: 4.7731
LUMO in eV: 0.51
HOMO level in Eh: -0.2866

The geometry in XYZ format:
```
25
Properties=species:S:1:pos:R:3:nbo_charge:R:1
C -0.35 1.72 1.38 -0.24
C 0.41 0.58 1.71 -0.19
C -0.25 2.53 0.20 -0.21
C -0.05 2.01 -1.02 -0.19
C 1.36 -0.07 0.73 -0.22
C 1.25 0.01 -0.64 0.01
C 0.23 0.64 -1.45 0.21
C 2.35 -0.50 -1.48 -0.64
C -2.12 -2.12 1.37 -0.47
N -0.41 0.17 -2.42 -0.60
N -1.60 -1.39 0.20 -0.24
N -0.63 -1.66 -0.47 -0.25
H -0.90 2.29 2.10 0.21
H 0.27 0.01 2.60 0.21
H -0.70 3.61 0.32 0.22
H -0.18 2.69 -1.84 0.22
H 2.22 -0.51 1.18 0.21
H 2.60 -1.64 -1.28 0.23
H 3.21 0.00 -1.23 0.22
H 2.10 -0.26 -2.50 0.22
H -1.59 -3.03 1.38 0.23
H -1.73 -1.62 2.31 0.20
H -3.19 -2.15 1.59 0.22
H -2.22 -0.57 -0.07 0.30
H -0.10 -0.75 -2.68 0.35
```

=====

(2)
The following is a DFT calculation (wB97M-V/def2-TZVPD) of C39H31GeNO2PS2W as an isolated structure in a non-equilibrium geometry.

Spin multiplicity: 4
LUMO (alpha / beta) in eV: -6.86 / -8.43
Charge: +2
⟨S²⟩: 3.776
HOMO level (alpha / beta) in Eh: -0.5137 / -0.5225

The geometry in XYZ format:
```
78
Properties=species:S:1:pos:R:3:nbo_charge:R:1
W -0.66 -0.57 0.43 1.02
S 1.83 -0.03 0.75 0.13
C 1.25 -0.17 2.37 -0.10
N -0.06 -0.40 2.42 -0.59
C -0.53 -0.44 3.72 0.16
C -1.85 -0.58 4.14 -0.25
C -2.11 -0.59 5.49 -0.16
C -1.09 -0.47 6.43 -0.18
C 0.23 -0.30 6.03 -0.20
C 0.50 -0.28 4.67 -0.21
S 2.05 -0.03 3.89 0.57
H -2.65 -0.65 3.41 0.24
H -3.13 -0.69 5.84 0.24
H -1.32 -0.49 7.48 0.25
H 1.03 -0.18 6.74 0.25
O -4.45 0.95 0.10 -0.53
C -3.27 1.00 0.27 0.79
O -2.55 0.00 0.73 -0.77
C -2.45 2.28 -0.04 -0.85
P -0.67 1.83 0.11 1.07
C 0.12 2.16 -1.48 -0.30
C 0.69 3.36 -1.89 -0.19
C 1.34 3.41 -3.11 -0.18
C 1.41 2.28 -3.92 -0.16
C 0.81 1.09 -3.52 -0.19
C 0.17 1.03 -2.31 -0.20
C 0.06 2.78 1.47 -0.37
C 1.35 3.30 1.44 -0.19
C 1.89 3.84 2.60 -0.19
C 1.17 3.81 3.78 -0.19
C -0.09 3.24 3.82 -0.14
C -0.65 2.72 2.67 -0.23
H -2.74 3.07 0.65 0.29
H -2.69 2.63 -1.05 0.30
H 0.61 4.24 -1.27 0.24
H 1.80 4.33 -3.43 0.24
H 1.93 2.33 -4.86 0.24
H 0.87 0.22 -4.16 0.24
H -0.34 0.09 -1.96 0.17
H 1.92 3.30 0.52 0.23
H 2.88 4.27 2.58 0.24
H 1.59 4.23 4.68 0.24
H -0.64 3.19 4.75 0.23
H -1.64 2.27 2.68 0.22
C 1.40 -4.40 -4.48 -0.17
C 0.25 -4.76 -3.79 -0.18
C 0.02 -4.26 -2.52 -0.23
C 0.94 -3.38 -1.95 -0.45
C 2.09 -3.02 -2.64 -0.16
C 2.32 -3.55 -3.90 -0.20
Ge 0.66 -2.69 -0.08 1.40
C -1.36 -2.81 0.24 -0.52
C -2.21 -2.44 -0.83 -0.27
C -3.58 -2.35 -0.63 -0.14
C -4.11 -2.53 0.65 -0.12
C -3.28 -2.83 1.72 -0.19
C -1.90 -2.95 1.53 -0.12
C 1.66 -3.70 1.33 -0.45
C 2.83 -3.22 1.89 -0.23
C 3.53 -3.99 2.80 -0.18
C 3.07 -5.26 3.13 -0.17
C 1.91 -5.75 2.56 -0.20
C 1.20 -4.97 1.66 -0.16
H 1.57 -4.79 -5.47 0.24
H -0.46 -5.43 -4.23 0.24
H -0.86 -4.57 -1.98 0.22
H 2.80 -2.35 -2.19 0.21
H 3.22 -3.27 -4.44 0.23
H -1.79 -2.35 -1.84 0.26
H -4.24 -2.12 -1.46 0.25
H -5.17 -2.43 0.80 0.25
H -3.69 -2.96 2.71 0.25
H -1.25 -3.22 2.36 0.24
H 3.21 -2.24 1.62 0.21
H 4.44 -3.61 3.24 0.23
H 3.62 -5.86 3.84 0.24
H 1.55 -6.74 2.81 0.24
H 0.30 -5.36 1.20 0.21
```

=====

E_tot values, unit eV, following the record order: -14008.4383; -135817.7793.